Below is C10H12ClNPRu as an isolated structure at a distorted geometry, with properties calculated with ωB97M-V/def2-TZVPD.

Structure (ORCA input):
```
! RIJCOSX wB97M-V def2-TZVPD def2/J DEFGRID3
* xyz 0 6
C 2.326 0.693 -0.757
C 3.640 0.248 -0.375
C 3.818 -1.030 -0.964
C 2.714 -1.374 -1.782
C 1.754 -0.303 -1.645
Ru -0.714 1.074 -0.757
P -0.684 3.116 -1.600
H 1.788 1.595 -0.451
H 4.336 0.770 0.281
H 4.732 -1.616 -0.894
H 0.744 -0.207 -2.089
H 2.570 -2.306 -2.331
H -0.990 3.183 -3.007
H 0.457 4.003 -1.515
H -1.714 3.972 -1.041
Cl -1.292 -3.795 2.328
C -1.775 -2.203 1.939
C -2.943 -1.645 2.474
C -3.318 -0.349 2.129
C -2.511 0.354 1.235
N -1.410 -0.209 0.739
C -0.992 -1.455 1.039
H -3.550 -2.245 3.143
H -4.213 0.148 2.494
H -2.695 1.368 0.855
H -0.078 -1.791 0.550
*
```

Output
HOMO energy (alpha / beta)   -0.17110 / -0.25347 Ha
E_tot   -1339.1135 hartree

Listed below, in e, are the Mulliken charges computed for each atom: atom 1 (C): 0.157, atom 2 (C): -1.007, atom 3 (C): -0.129, atom 4 (C): -0.988, atom 5 (C): 0.024, atom 6 (Ru): 0.479, atom 7 (P): -0.190, atom 8 (H): 0.228, atom 9 (H): 0.375, atom 10 (H): 0.391, atom 11 (H): 0.415, atom 12 (H): 0.349, atom 13 (H): 0.112, atom 14 (H): 0.136, atom 15 (H): 0.130, atom 16 (Cl): -0.219, atom 17 (C): 0.212, atom 18 (C): -0.385, atom 19 (C): -0.664, atom 20 (C): 0.114, atom 21 (N): -0.528, atom 22 (C): -0.547, atom 23 (H): 0.393, atom 24 (H): 0.343, atom 25 (H): 0.277, atom 26 (H): 0.522